[1]
85
Properties=species:S:1:pos:R:3 method="wB97M-V/def2-TZVPD" homo_ev=-11.10 smiles="O=C1OC[C@@H](F)O1.O=C1OC[C@@H](F)O1.O=C1OC[C@@H](F)O1.O=C1OC[C@@H](F)O1.O=C1OC[C@@H](F)O1.C[N+](=O)[O-].C[N+](=O)[O-].C[N+](=O)[O-].C[N+](=O)[O-].C[N+](=O)[O-]" homo_lumo_gap_ev=10.3 relative_energy_kj_mol=130.77 charge=0
O 4.911 4.080 -3.167
C 4.985 3.036 -2.580
O 5.999 2.682 -1.751
C 5.750 1.370 -1.226
C 4.252 1.220 -1.460
F 3.550 1.671 -0.378
O 4.001 2.078 -2.546
H 6.284 0.550 -1.704
H 5.980 1.430 -0.167
H 3.926 0.232 -1.774
O -5.417 -4.185 -0.726
C -4.455 -4.157 -0.059
O -3.343 -4.905 -0.240
C -2.559 -4.763 0.939
C -2.990 -3.384 1.413
F -2.229 -2.480 0.688
O -4.324 -3.361 1.043
H -2.753 -5.550 1.669
H -1.479 -4.716 0.811
H -2.808 -3.175 2.462
O 1.793 -4.455 -3.107
C 0.748 -3.898 -3.029
O -0.095 -3.944 -1.971
C -1.321 -3.274 -2.363
C -0.809 -2.361 -3.469
F -0.308 -1.203 -2.908
O 0.195 -3.149 -4.029
H -1.962 -4.070 -2.743
H -1.682 -2.750 -1.487
H -1.619 -2.083 -4.134
O 5.520 -1.084 2.411
C 4.875 -1.720 1.655
O 4.431 -1.217 0.451
C 3.655 -2.242 -0.175
C 3.126 -2.914 1.077
F 2.666 -4.163 0.877
O 4.285 -2.923 1.881
H 2.859 -1.833 -0.791
H 4.169 -3.013 -0.756
H 2.288 -2.352 1.499
O 2.676 6.886 3.178
C 2.339 5.808 2.844
O 3.073 4.675 2.981
C 2.435 3.620 2.252
C 0.984 4.074 2.365
F 0.341 3.584 3.463
O 1.115 5.466 2.314
H 2.668 3.693 1.192
H 2.565 2.662 2.737
H 0.369 3.840 1.500
C -4.368 1.424 1.394
N -5.725 0.813 1.534
O -6.608 1.210 0.791
O -5.877 -0.014 2.414
H -3.719 0.572 1.588
H -4.219 2.272 2.045
H -4.229 1.598 0.329
C -1.000 0.552 -0.087
N 0.411 0.484 0.413
O 0.936 1.539 0.703
O 1.001 -0.568 0.407
H -1.235 -0.482 -0.297
H -0.861 1.054 -1.044
H -1.717 1.044 0.551
C -0.144 0.272 4.442
N -1.495 -0.353 4.213
O -2.069 -0.139 3.154
O -1.998 -0.875 5.172
H -0.138 0.583 5.476
H -0.075 1.073 3.714
H 0.616 -0.464 4.187
C 0.988 3.715 -1.944
N 0.859 4.373 -3.265
O 0.342 3.715 -4.155
O 1.016 5.566 -3.310
H 1.046 2.645 -2.119
H 0.116 3.939 -1.337
H 1.883 4.031 -1.417
C -5.241 -1.261 -2.673
N -3.889 -0.595 -2.650
O -3.222 -0.622 -3.662
O -3.574 -0.129 -1.569
H -5.718 -1.117 -3.632
H -5.793 -0.887 -1.822
H -4.956 -2.299 -2.502

[2]
90
Properties=species:S:1:pos:R:3 method="wB97M-V/def2-TZVPD" homo_ev=-12.37 homo_lumo_gap_ev=5.1 relative_energy_kj_mol=0.00 charge=+1
In -1.342 0.131 -5.104
C -1.692 -0.706 -0.188
C -1.348 -0.653 -1.612
C 0.114 -0.849 -1.980
O 0.421 -0.674 -3.137
C 1.062 -1.163 -0.943
C 0.691 -1.309 0.431
C -0.716 -1.036 0.803
O -1.141 -1.070 1.921
O 1.508 -1.446 1.290
O -2.176 -0.370 -2.464
H -2.656 -0.338 0.149
H 2.123 -1.279 -1.164
C -8.181 -0.968 -0.788
C -7.424 -2.017 -1.582
O -6.287 -1.279 -2.058
S -5.809 -0.116 -1.082
O -5.669 1.120 -1.717
O -4.769 -0.524 -0.211
O -7.182 -0.130 -0.227
H -8.731 -1.384 0.054
H -8.918 -0.428 -1.384
H -7.898 -2.366 -2.494
H -7.200 -2.866 -0.932
C -1.414 -4.800 -1.078
C 0.077 -5.069 -1.070
O 0.374 -5.681 0.153
S -0.770 -5.485 1.294
O -0.364 -4.515 2.235
O -1.182 -6.749 1.732
O -1.812 -4.784 0.290
H -1.962 -5.655 -1.488
H -1.798 -3.923 -1.591
H 0.643 -4.130 -1.105
H 0.357 -5.682 -1.922
C 3.400 2.986 -1.704
C 3.947 1.613 -2.111
O 4.137 1.763 -3.536
S 2.893 2.532 -4.143
O 1.866 1.599 -4.436
O 3.268 3.466 -5.129
O 2.531 3.324 -2.790
H 4.221 3.668 -1.508
H 2.710 2.825 -0.888
H 3.157 0.876 -1.952
H 4.907 1.354 -1.689
C -4.748 -0.321 3.255
C -5.002 1.040 2.554
O -4.542 2.040 3.476
S -3.363 1.465 4.412
O -3.513 1.970 5.706
O -2.113 1.622 3.758
O -3.844 -0.047 4.341
H -4.224 -0.974 2.564
H -5.674 -0.649 3.719
H -6.004 1.030 2.134
H -4.292 1.178 1.729
C -1.513 3.297 0.584
C 0.022 3.109 0.663
O 0.464 2.854 -0.691
S -0.601 3.485 -1.692
O -0.634 2.693 -2.854
O -0.395 4.873 -1.797
O -1.878 3.171 -0.789
H -1.702 4.316 0.914
H -1.981 2.661 1.324
H 0.326 2.254 1.260
H 0.535 4.001 1.018
C 3.503 5.256 3.092
C 4.272 4.466 4.146
O 4.184 3.085 3.802
S 3.232 2.805 2.568
O 2.182 1.985 3.007
O 3.992 2.483 1.419
O 2.734 4.317 2.344
H 4.148 5.725 2.345
H 2.970 6.095 3.535
H 3.864 4.567 5.146
H 5.318 4.758 4.103
C 6.257 -4.385 -2.029
C 7.296 -3.749 -1.119
O 6.800 -2.394 -1.075
S 5.219 -2.479 -0.802
O 4.586 -1.447 -1.538
O 4.954 -2.615 0.572
O 5.007 -3.883 -1.546
H 6.263 -5.470 -2.074
H 6.459 -3.975 -3.027
H 8.294 -3.903 -1.506
H 7.178 -4.126 -0.098

[3]
66
Properties=species:S:1:pos:R:3 method="wB97M-V/def2-TZVPD" homo_ev=-13.28 homo_lumo_gap_ev=11.6 relative_energy_kj_mol=0.00 charge=+1
K -0.241 -0.185 1.376
C 4.955 -3.026 -1.421
C 4.796 -2.851 0.075
C 4.850 -1.400 0.580
O 3.528 -1.150 1.067
C 2.783 -2.262 0.982
O 1.645 -2.337 1.321
O 3.483 -3.286 0.462
H 4.249 -2.378 -1.951
H 4.799 -4.069 -1.683
H 5.941 -2.702 -1.759
H 5.529 -3.482 0.576
H 5.069 -0.687 -0.213
H 5.567 -1.279 1.389
C 4.449 1.286 5.773
C 4.028 2.096 4.579
C 4.636 1.616 3.255
O 3.572 1.762 2.320
C 2.408 1.829 2.995
O 1.335 1.858 2.474
O 2.625 1.848 4.319
H 4.239 0.230 5.587
H 3.881 1.558 6.660
H 5.520 1.390 5.945
H 4.168 3.168 4.712
H 4.923 0.566 3.343
H 5.491 2.207 2.938
C -6.744 0.660 1.830
C -6.189 -0.687 2.239
C -5.772 -1.616 1.098
O -4.341 -1.455 1.031
C -3.910 -0.901 2.176
O -2.764 -0.801 2.499
O -4.930 -0.478 2.932
H -6.449 0.927 0.810
H -6.361 1.457 2.465
H -7.832 0.704 1.868
H -6.836 -1.202 2.945
H -6.220 -1.370 0.141
H -5.931 -2.665 1.347
C -0.540 0.393 -5.410
C 0.217 -0.542 -4.525
C 1.734 -0.309 -4.436
O 2.021 -0.600 -3.067
C 0.890 -0.482 -2.345
O 0.867 -0.510 -1.155
O -0.183 -0.347 -3.142
H -0.419 1.420 -5.060
H -1.602 0.149 -5.422
H -0.185 0.346 -6.440
H 0.049 -1.598 -4.745
H 1.998 0.722 -4.675
H 2.279 -1.014 -5.056
C -4.507 0.543 -2.148
C -3.065 0.965 -2.025
C -2.756 2.390 -2.503
O -1.716 2.787 -1.595
C -1.883 2.096 -0.444
O -1.404 2.402 0.600
O -2.729 1.059 -0.632
H -5.135 1.350 -1.749
H -4.683 -0.326 -1.518
H -4.840 0.419 -3.176
H -2.381 0.284 -2.537
H -3.614 3.051 -2.365
H -2.362 2.456 -3.512

[4]
55
Properties=species:S:1:pos:R:3 method="wB97M-V/def2-TZVPD" homo_ev=-8.21 smiles="COC(=O)c1ccc(CN2CCN(C3CCCC3)[C@@H](CCO)C2)cc1" homo_lumo_gap_ev=8.8 relative_energy_kj_mol=154.82 charge=0
C -6.790 -0.415 -2.558
O -5.601 -0.108 -1.848
C -5.581 -0.481 -0.557
O -6.508 -1.043 -0.024
C -4.314 -0.127 0.120
C -4.164 -0.466 1.463
C -2.996 -0.159 2.132
C -1.961 0.496 1.476
C -0.687 0.854 2.190
N 0.468 0.614 1.344
C 0.690 -0.802 1.126
C 1.809 -0.985 0.106
N 3.006 -0.327 0.578
C 4.267 -0.751 0.006
C 4.712 -2.104 0.612
C 5.301 -2.905 -0.545
C 4.460 -2.471 -1.741
C 4.308 -0.965 -1.532
C 2.815 1.083 0.844
C 2.530 1.980 -0.384
C 3.793 2.602 -0.978
O 3.508 3.502 -2.025
C 1.681 1.202 1.873
C -2.115 0.836 0.135
C -3.277 0.527 -0.542
H -6.639 -0.058 -3.574
H -6.969 -1.492 -2.552
H -7.646 0.083 -2.099
H -4.976 -0.974 1.961
H -2.885 -0.430 3.172
H -0.711 1.925 2.424
H -0.622 0.304 3.146
H -0.231 -1.251 0.747
H 0.968 -1.309 2.068
H 2.015 -2.049 -0.015
H 1.451 -0.599 -0.863
H 4.995 0.018 0.279
H 5.424 -1.961 1.423
H 3.841 -2.615 1.022
H 5.261 -3.980 -0.370
H 6.343 -2.622 -0.706
H 4.930 -2.711 -2.694
H 3.485 -2.961 -1.707
H 3.419 -0.572 -2.021
H 5.176 -0.453 -1.948
H 3.730 1.448 1.326
H 1.862 2.790 -0.089
H 2.014 1.402 -1.152
H 4.478 1.818 -1.330
H 4.311 3.197 -0.222
H 3.013 3.036 -2.706
H 1.502 2.255 2.100
H 1.999 0.695 2.802
H -1.302 1.339 -0.365
H -3.393 0.790 -1.582

[5]
55
Properties=species:S:1:pos:R:3 method="wB97M-V/def2-TZVPD" homo_ev=-8.00 smiles="CCOc1cccc(CN2CCC(CCC(=O)NC3CC3)CC2)c1O" homo_lumo_gap_ev=8.8 relative_energy_kj_mol=195.80 charge=0
C 7.805 -0.232 0.114
C 6.789 -0.892 -0.805
O 5.518 -0.757 -0.206
C 4.424 -1.286 -0.855
C 4.447 -1.956 -2.064
C 3.264 -2.447 -2.596
C 2.069 -2.264 -1.931
C 2.023 -1.586 -0.719
C 0.728 -1.342 0.007
N 0.300 0.037 -0.182
C -0.671 0.499 0.785
C -2.086 -0.043 0.541
C -2.558 0.351 -0.860
C -3.966 -0.171 -1.177
C -5.093 0.777 -0.746
C -5.166 0.908 0.763
O -5.636 0.051 1.481
N -4.664 2.073 1.247
C -4.562 2.346 2.643
C -3.293 2.922 3.197
C -4.536 3.764 3.119
C -1.534 -0.176 -1.871
C -0.130 0.347 -1.528
C 3.207 -1.098 -0.177
O 3.198 -0.456 1.020
H 8.799 -0.314 -0.317
H 7.560 0.819 0.246
H 7.798 -0.715 1.087
H 6.794 -0.405 -1.790
H 7.031 -1.956 -0.937
H 5.372 -2.105 -2.597
H 3.286 -2.975 -3.537
H 1.154 -2.655 -2.350
H 0.898 -1.482 1.076
H -0.019 -2.079 -0.330
H -0.326 0.226 1.784
H -0.691 1.593 0.723
H -2.076 -1.132 0.625
H -2.760 0.338 1.307
H -2.561 1.447 -0.933
H -4.054 -0.323 -2.256
H -4.117 -1.136 -0.690
H -6.043 0.357 -1.081
H -4.959 1.754 -1.215
H -4.232 2.732 0.620
H -5.097 1.598 3.213
H -2.954 2.585 4.164
H -2.490 3.139 2.508
H -5.054 4.008 4.033
H -4.570 4.549 2.379
H -1.798 0.144 -2.881
H -1.538 -1.267 -1.854
H 0.605 -0.054 -2.228
H -0.127 1.439 -1.625
H 4.108 -0.187 1.210

[6]
57
Properties=species:S:1:pos:R:3 method="wB97M-V/def2-TZVPD" homo_ev=-8.53 smiles="CCOC(=O)CCCNC(=O)CCNC(=O)c1ccc(OCC(C)C)cc1" homo_lumo_gap_ev=9.3 relative_energy_kj_mol=111.95 charge=0
C 2.142 1.757 -2.784
C 0.785 2.184 -2.253
O 0.563 1.594 -0.966
C -0.043 2.336 -0.039
O -0.354 3.489 -0.184
C -0.314 1.520 1.206
C -0.545 2.401 2.432
C -1.428 1.713 3.475
N -2.758 1.479 2.961
C -3.232 0.247 2.677
O -2.636 -0.772 2.972
C -4.571 0.261 1.953
C -4.843 -1.085 1.266
N -3.684 -1.541 0.529
C -3.176 -0.807 -0.493
O -3.808 0.082 -1.039
C -1.797 -1.174 -0.918
C -0.841 -1.657 -0.032
C 0.455 -1.900 -0.448
C 0.826 -1.664 -1.767
O 2.059 -1.852 -2.303
C 3.145 -2.336 -1.536
C 4.052 -1.212 -1.010
C 3.373 -0.377 0.072
C 5.351 -1.817 -0.481
C -0.137 -1.184 -2.661
C -1.421 -0.933 -2.238
H 2.933 2.097 -2.119
H 2.190 0.675 -2.867
H 2.297 2.195 -3.766
H -0.017 1.838 -2.912
H 0.720 3.272 -2.151
H 0.495 0.806 1.355
H -1.218 0.945 0.985
H 0.409 2.665 2.889
H -1.025 3.327 2.105
H -1.491 2.333 4.375
H -1.020 0.736 3.744
H -3.259 2.286 2.625
H -4.554 1.043 1.192
H -5.367 0.485 2.666
H -5.675 -0.966 0.567
H -5.091 -1.850 2.002
H -3.053 -2.132 1.047
H -1.077 -1.809 1.012
H 1.167 -2.259 0.278
H 3.721 -2.954 -2.233
H 2.807 -2.976 -0.716
H 4.284 -0.560 -1.859
H 3.169 -0.985 0.952
H 4.025 0.441 0.372
H 2.439 0.047 -0.289
H 5.868 -2.370 -1.262
H 6.012 -1.033 -0.122
H 5.146 -2.497 0.343
H 0.158 -1.009 -3.684
H -2.161 -0.542 -2.921

[7]
58
Properties=species:S:1:pos:R:3 method="wB97M-V/def2-TZVPD" homo_ev=-8.67 smiles="CS[C@@H](C)[C@@H](O)C(=O)NCC1(O)CCN(C(=O)Cc2ccc(CO)cc2)CC1" homo_lumo_gap_ev=9.2 relative_energy_kj_mol=76.98 charge=0
C 5.822 3.576 -4.960
S 4.411 2.616 -4.380
C 5.163 1.862 -2.905
C 5.405 2.852 -1.777
C 4.322 0.650 -2.464
O 5.047 -0.140 -1.541
C 3.032 1.079 -1.765
O 2.979 1.281 -0.567
N 1.979 1.251 -2.597
C 0.706 1.753 -2.133
C -0.349 0.657 -1.977
O -0.484 0.127 -3.300
C 0.094 -0.444 -1.012
C 0.066 0.020 0.444
N -1.254 0.533 0.786
C -2.237 -0.202 1.391
O -3.403 0.146 1.375
C -1.788 -1.474 2.110
C -2.880 -2.102 2.931
C -3.978 -2.700 2.320
C -4.976 -3.280 3.081
C -4.907 -3.272 4.472
C -6.032 -3.873 5.272
O -5.602 -4.123 6.602
C -3.815 -2.680 5.085
C -2.812 -2.103 4.316
C -1.649 1.666 -0.037
C -1.673 1.266 -1.512
H 5.550 3.986 -5.931
H 6.052 4.397 -4.285
H 6.696 2.936 -5.082
H 6.118 1.440 -3.238
H 5.754 2.325 -0.889
H 6.157 3.588 -2.061
H 4.485 3.378 -1.522
H 4.060 0.064 -3.353
H 5.662 -0.690 -2.036
H 2.053 0.980 -3.563
H 0.883 2.259 -1.186
H 0.329 2.482 -2.852
H -1.123 -0.593 -3.280
H -0.593 -1.291 -1.126
H 1.092 -0.793 -1.282
H 0.345 -0.793 1.108
H 0.804 0.811 0.594
H -1.428 -2.183 1.359
H -0.933 -1.239 2.747
H -4.055 -2.701 1.240
H -5.822 -3.748 2.589
H -6.882 -3.179 5.271
H -6.362 -4.800 4.789
H -6.366 -4.372 7.128
H -3.747 -2.678 6.164
H -1.961 -1.644 4.808
H -2.631 1.998 0.287
H -0.937 2.477 0.136
H -1.922 2.123 -2.142
H -2.465 0.522 -1.650

The total energy results, record by record, are as follows: -3433.7888 -6164.6655 -2508.6269 -1115.3300 -1115.3144 -1265.8869 -1664.0449 hartree.